No. 1
A molecular structure, C25H40BBaO4, computed with the ωB97M-V functional and the def2-TZVPD basis.

Each line ends with the Mulliken charge.
Cartesian coordinates (Å):
O: -0.02 0.89 -2.50  0.0458
C: 1.03 0.95 -3.58  0.1052
C: 0.21 1.99 -4.34  -0.5040
H: 1.06 0.02 -4.17  0.0456
H: 2.01 1.28 -3.22  0.3410
C: -0.91 1.85 -3.25  1.3680
H: -0.05 1.62 -5.33  -0.3251
H: 0.70 2.96 -4.52  0.3068
C: -2.18 1.06 -3.57  -1.2386
H: -1.97 0.14 -4.15  0.2096
H: -2.98 1.62 -4.11  0.3550
H: -2.62 0.80 -2.58  0.1030
C: -1.10 3.08 -2.34  -1.2082
H: -0.11 3.49 -2.08  0.3427
H: -1.61 2.69 -1.42  0.0497
H: -1.68 3.89 -2.80  0.4179
Ba: 0.62 -0.61 -0.44  -0.2054
C: 0.97 1.82 1.93  -0.3508
C: 2.13 1.01 1.92  -0.2587
C: 2.77 1.17 0.65  -1.5392
H: 2.51 0.46 2.78  0.4093
C: 1.96 2.05 -0.13  -0.2110
C: 0.84 2.43 0.66  -0.3601
H: 0.07 3.14 0.37  0.3667
H: 0.34 2.01 2.79  0.5222
H: 3.72 0.75 0.34  0.3200
H: 2.21 2.48 -1.10  0.4261
C: -1.70 0.37 2.21  0.3863
C: -2.11 1.31 1.24  -1.2895
C: -2.74 0.61 0.18  -0.0903
H: -2.00 2.40 1.31  0.5104
C: -2.66 -0.78 0.48  -1.7411
C: -2.00 -0.93 1.74  -0.3218
H: -1.90 -1.86 2.30  0.2736
H: -1.35 0.64 3.22  0.6366
H: -3.32 1.07 -0.64  0.7938
H: -3.14 -1.58 -0.11  0.2975
O: 0.43 -0.71 -5.67  -0.1124
C: -0.05 0.07 -6.80  -0.3799
C: 0.36 -0.51 -8.14  -0.5687
H: 0.29 1.11 -6.79  0.3649
H: -1.12 0.16 -6.66  0.3911
C: 1.40 -1.62 -7.74  -0.4487
H: 0.84 0.27 -8.75  0.2815
H: -0.54 -0.93 -8.59  0.2565
C: 1.24 -1.77 -6.23  -0.6414
H: 2.41 -1.26 -7.92  0.2608
H: 1.19 -2.58 -8.23  0.3017
H: 2.18 -1.78 -5.66  0.1554
H: 0.80 -2.73 -5.94  0.2806
C: -1.32 -0.54 6.24  -2.1477
C: 0.12 -0.81 5.83  1.6255
C: 1.05 -0.13 6.80  -1.8875
O: 0.33 -0.17 4.53  -0.0850
B: 0.23 -1.14 3.58  -0.0880
O: 0.25 -2.41 4.06  -0.2762
C: 0.42 -2.32 5.51  1.8060
C: 1.86 -2.72 5.83  -1.9558
C: -0.53 -3.32 6.13  -1.8361
H: -2.05 -0.99 5.56  0.3478
H: -1.49 0.54 6.24  0.5140
H: -1.50 -0.91 7.26  0.4173
H: 0.79 0.94 6.85  0.4947
H: 0.91 -0.55 7.81  0.3444
H: 2.10 -0.23 6.52  0.3292
H: 2.01 -2.75 6.92  0.3470
H: 2.06 -3.74 5.45  0.4819
H: 2.61 -2.05 5.39  0.3024
H: -1.57 -3.11 5.86  0.3275
H: -0.28 -4.33 5.80  0.4586
H: -0.43 -3.28 7.22  0.3495

Values from the calculation:
HOMO level (alpha / beta) = -3.342 / -0.334 eV
E_LUMO (alpha / beta) = 0.082 / 0.082 Eh
Energy above the lowest of the compared OMol25 structures with the same formula, charge and spin = 74.4 kcal per mole
Calculated total energy = -1327.794227 a.u.
Multiplicity = 1
Orbital gap (alpha / beta) = 5.573 / 2.555 eV
Charge = -1

No. 2
A gas-phase ion, C25H40BF3I2N3O5P2S (charge +1), computed with the ωB97M-V functional and the def2-TZVPD basis.

Each line ends with the Mulliken charge.
Cartesian coordinates (Å):
C: -0.27 -1.75 4.20  -1.0531
O: -0.24 -1.27 2.85  -0.1592
B: 0.50 -0.17 2.56  0.3050
O: 1.08 0.57 3.56  -0.4962
C: 0.58 0.29 0.99  0.5565
P: 2.28 1.09 1.00  0.0803
C: 3.40 -0.05 1.95  -1.4026
O: 2.83 0.92 -0.53  -0.5495
C: 0.26 -0.96 0.25  0.1935
C: 1.01 -2.24 0.32  -0.2256
C: 1.81 -2.61 -0.97  -1.1298
O: 1.35 -3.43 -1.69  -0.5232
C: 3.13 -2.02 -1.31  0.4017
C: 3.24 -1.36 -2.54  -0.3412
C: 4.47 -0.84 -2.93  -0.8159
C: 5.59 -1.00 -2.11  -0.4551
C: 5.49 -1.67 -0.89  -0.8535
C: 4.25 -2.18 -0.49  0.2845
N: -0.78 -0.84 -0.50  1.3244
C: -1.29 -2.04 -1.21  -0.5124
C: -1.99 -3.19 -0.42  -0.6160
O: -1.29 -4.42 -0.69  -0.5509
C: -2.12 -3.18 1.08  -1.5314
N: -2.92 -2.07 1.60  -0.2548
C: -1.18 0.59 -0.72  1.8359
C: -0.20 0.93 -1.92  -0.8116
C: -0.31 2.27 -2.66  -1.6514
C: 0.99 3.01 -2.91  0.5841
F: 2.06 2.25 -2.73  -0.1867
F: 1.02 3.44 -4.18  -0.3372
F: 1.14 4.09 -2.14  -0.2748
C: -2.62 0.95 -1.14  -3.1547
I: -3.12 0.66 -3.23  0.3632
C: -3.87 0.43 -0.36  -0.3327
C: -4.92 1.58 -0.31  -1.4737
I: -4.94 -1.16 -1.34  0.1532
C: -0.65 1.25 0.62  1.3085
C: -0.11 2.69 0.48  -2.3161
C: -1.09 3.86 0.22  -1.5162
N: -0.85 4.96 1.17  -0.5669
P: -1.94 1.42 1.99  -0.0010
S: -1.50 2.52 3.51  -0.2640
H: -0.78 -1.06 4.86  0.3131
H: -0.78 -2.70 4.19  0.2680
H: 0.74 -1.94 4.56  0.3679
H: 1.86 0.17 3.96  0.3346
H: 3.03 -1.04 2.17  0.3882
H: 4.34 -0.11 1.41  0.5854
H: 3.62 0.48 2.87  0.4911
H: 3.65 0.43 -0.57  0.3018
H: 0.36 -3.10 0.43  0.4135
H: 1.70 -2.25 1.15  0.8327
H: 2.38 -1.26 -3.19  0.4584
H: 4.58 -0.33 -3.87  0.4625
H: 6.55 -0.61 -2.41  0.4146
H: 6.34 -1.81 -0.25  0.4645
H: 4.16 -2.72 0.44  0.5424
H: -1.95 -1.71 -2.00  0.3020
H: -0.45 -2.47 -1.74  0.6942
H: -2.98 -3.32 -0.83  0.5646
H: -1.20 -4.53 -1.64  0.4422
H: -2.62 -4.12 1.32  0.6623
H: -1.19 -3.22 1.63  0.2911
H: -2.79 -1.98 2.59  0.2020
H: -3.89 -2.18 1.36  0.2715
H: -0.39 0.15 -2.64  1.2112
H: 0.82 0.77 -1.59  -0.1689
H: -0.69 2.08 -3.65  0.5638
H: -1.05 2.93 -2.23  0.6166
H: -2.67 2.03 -1.06  1.1337
H: -3.67 0.13 0.65  0.4106
H: -4.45 2.53 -0.09  0.3340
H: -5.65 1.35 0.44  0.5107
H: -5.45 1.62 -1.25  0.4393
H: 0.63 2.71 -0.31  0.2895
H: 0.43 2.97 1.37  1.1051
H: -0.89 4.27 -0.76  0.6168
H: -2.14 3.57 0.21  0.3230
H: -1.63 5.04 1.80  0.2639
H: -0.79 5.83 0.67  0.2764
H: -2.37 0.12 2.28  -0.0512
H: -3.03 1.95 1.30  0.0233

Values from the calculation:
HOMO level = -11.149 eV
E_LUMO = -0.119 Eh
Calculated total energy = -3517.646060 a.u.
Multiplicity = 1
Orbital gap = 7.919 eV
Charge = +1

No. 3
A molecular structure, C25H40BN6PdS5, computed with the ωB97M-V functional and the def2-TZVPD basis.

Each line ends with the Mulliken charge.
Cartesian coordinates (Å):
Pd: 0.49 -0.95 0.40  0.6926
C: 2.05 -1.99 -3.36  -1.4355
C: 0.60 -2.50 -3.35  1.4528
C: 0.49 -3.58 -2.28  -1.7761
C: 0.20 -3.11 -4.69  -1.7679
N: -0.27 -1.30 -3.12  0.4251
C: -0.27 -0.29 -4.07  -0.1662
C: -1.00 0.72 -3.57  -1.2993
N: -1.45 0.35 -2.32  -0.0014
B: -2.04 1.48 -1.43  0.7284
N: -2.80 0.96 -0.18  -0.0289
C: -4.08 0.49 -0.33  -1.3475
C: -4.44 -0.12 0.81  -0.1277
N: -3.37 -0.01 1.69  0.4460
C: -2.35 0.66 1.07  0.2039
S: -0.83 1.07 1.71  -0.3662
C: -3.40 -0.79 2.96  1.4077
C: -2.27 -0.47 3.94  -2.0591
C: -4.73 -0.48 3.66  -1.7998
C: -3.31 -2.27 2.60  -1.1871
N: -0.99 2.55 -1.03  0.0144
C: -1.47 3.72 -0.49  -1.3876
C: -0.44 4.40 0.03  -0.1403
N: 0.70 3.64 -0.18  0.4749
C: 0.36 2.49 -0.83  0.2765
S: 1.38 1.23 -1.33  -0.2701
C: 2.00 4.14 0.37  1.4551
C: 3.19 3.21 0.19  -2.0589
C: 1.79 4.37 1.87  -1.5098
C: 2.32 5.46 -0.34  -1.6954
C: -0.99 -0.89 -2.05  0.2984
S: -1.51 -1.84 -0.70  -0.5021
H: 2.72 -2.84 -3.47  0.4919
H: 2.27 -1.48 -2.43  0.1412
H: 2.23 -1.30 -4.19  0.3426
H: 1.20 -4.36 -2.56  0.5784
H: -0.51 -4.02 -2.24  0.3914
H: 0.73 -3.23 -1.28  0.2328
H: 0.78 -4.02 -4.85  0.4512
H: 0.39 -2.44 -5.53  0.3874
H: -0.86 -3.37 -4.69  0.3912
H: 0.27 -0.35 -4.99  0.4666
H: -1.21 1.70 -3.97  0.5321
H: -2.87 2.05 -2.12  -0.2577
H: -4.61 0.61 -1.26  0.5324
H: -5.35 -0.63 1.06  0.4504
H: -2.24 0.59 4.19  0.4087
H: -1.30 -0.75 3.55  0.3420
H: -2.48 -1.04 4.85  0.5512
H: -4.87 0.60 3.76  0.3875
H: -4.73 -0.92 4.66  0.4649
H: -5.59 -0.88 3.13  0.3932
H: -2.37 -2.47 2.08  0.0075
H: -4.14 -2.58 1.95  0.3003
H: -3.34 -2.88 3.50  0.4920
H: -2.52 3.95 -0.51  0.5202
H: -0.43 5.34 0.55  0.5114
H: 3.03 2.24 0.66  0.3625
H: 4.04 3.70 0.67  0.5552
H: 3.42 3.03 -0.85  0.4361
H: 1.35 3.48 2.32  0.2366
H: 1.13 5.22 2.08  0.3931
H: 2.75 4.56 2.35  0.4627
H: 2.48 5.29 -1.41  0.3718
H: 3.23 5.89 0.08  0.4446
H: 1.52 6.19 -0.23  0.3775
C: 4.82 -1.95 1.67  -1.5645
C: 3.32 -1.99 1.53  0.4069
S: 2.50 -0.43 1.36  -0.4426
C: 2.57 -3.09 1.55  0.4975
C: 3.08 -4.49 1.68  -1.4208
S: 0.81 -2.90 1.44  -0.4894
H: 5.16 -0.92 1.80  0.3709
H: 5.31 -2.34 0.78  0.2820
H: 5.16 -2.53 2.53  0.3630
H: 4.05 -4.53 2.18  0.3450
H: 3.19 -4.97 0.70  0.2290
H: 2.38 -5.10 2.25  0.3232

Values from the calculation:
HOMO level = -3.099 eV
E_LUMO = 0.098 Eh
Calculated total energy = -3449.088721 a.u.
Multiplicity = 1
Orbital gap = 5.763 eV
Charge = -1

No. 4
A molecular structure, C25H40BrMnNOP2, computed with the ωB97M-V functional and the def2-TZVPD basis.

Each line ends with the Mulliken spin population.
Cartesian coordinates (Å):
C: 6.47 3.72 -2.38  0.0055
C: 5.48 4.64 -2.75  0.0120
C: 5.88 5.79 -3.44  0.0085
C: 7.23 5.94 -3.79  -0.0033
N: 8.16 5.03 -3.48  0.0085
C: 7.80 3.94 -2.80  -0.0040
C: 4.08 4.46 -2.41  0.1327
C: 3.28 3.85 -1.56  -0.4619
C: 2.88 2.87 -0.60  0.0315
C: 2.72 1.53 -1.00  -0.0787
C: 1.94 0.66 -0.24  0.1095
C: 1.31 1.14 0.93  -0.0442
C: 1.70 2.39 1.47  0.0158
C: 2.44 3.26 0.68  0.0089
Mn: 2.24 4.89 -2.78  4.2992
P: -0.63 -0.08 -2.71  0.5793
H: 5.16 6.57 -3.71  -0.0030
H: 6.24 2.83 -1.79  0.0018
H: 7.56 6.82 -4.35  -0.0001
H: 8.58 3.22 -2.57  -0.0004
H: 2.68 4.26 1.06  -0.0030
H: 3.18 1.19 -1.92  -0.0011
H: 1.39 2.69 2.47  0.0002
H: 1.76 -0.35 -0.59  -0.0296
C: -2.37 -0.64 -2.41  0.0691
C: -3.33 -0.71 -3.59  0.0361
H: -2.75 0.07 -1.66  0.0036
H: -2.30 -1.62 -1.91  -0.0017
H: -4.27 -1.16 -3.26  0.0054
H: -3.57 0.29 -3.98  -0.0006
H: -2.95 -1.32 -4.41  -0.0025
C: -0.66 0.81 -4.32  0.0862
C: 0.70 0.88 -5.01  0.0048
H: -1.01 1.83 -4.09  -0.0068
H: -1.42 0.35 -4.97  0.0299
H: 0.73 1.75 -5.67  0.0027
H: 1.52 0.98 -4.29  -0.0037
H: 0.89 -0.01 -5.62  -0.0005
C: 0.19 -1.68 -3.17  0.0838
C: -0.45 -2.50 -4.28  0.0513
H: 0.23 -2.27 -2.23  0.0046
H: 1.22 -1.42 -3.43  -0.0022
H: 0.20 -3.35 -4.50  0.0070
H: -1.43 -2.90 -3.99  -0.0019
H: -0.57 -1.92 -5.21  -0.0017
Br: -0.10 0.22 1.69  -0.0037
P: -1.03 5.29 -1.33  0.0064
C: -1.48 4.11 -2.69  0.0262
C: -2.97 4.24 -3.03  0.0023
H: -1.25 3.08 -2.37  0.0220
H: -0.88 4.34 -3.59  -0.0033
H: -3.22 3.66 -3.93  0.0003
H: -3.61 3.87 -2.21  0.0002
H: -3.23 5.29 -3.22  0.0004
C: -1.30 4.17 0.13  0.0007
C: -2.14 4.88 1.19  0.0002
H: -0.34 3.85 0.55  0.0030
H: -1.82 3.27 -0.23  0.0015
H: -2.43 4.16 1.98  0.0004
H: -1.58 5.69 1.67  -0.0005
H: -3.06 5.30 0.76  -0.0003
C: 0.80 5.45 -1.30  -0.0542
C: 1.20 6.76 -2.01  0.0533
H: 0.95 4.40 -1.77  0.0228
H: 1.19 5.38 -0.27  -0.0251
H: 2.11 6.75 -2.68  -0.0117
H: 0.36 7.14 -2.61  0.0079
H: 1.44 7.52 -1.25  0.0034
O: 0.78 -2.34 -0.38  0.0016
H: 1.27 -3.11 -0.06  -0.0004
H: 0.15 -2.09 0.32  -0.0003

Values from the calculation:
HOMO level (alpha / beta) = -13.930 / -13.806 eV
<S²> = 8.8764
E_LUMO (alpha / beta) = -0.230 / -0.340 Eh
Calculated total energy = -5513.560517 a.u.
Multiplicity = 6
Orbital gap (alpha / beta) = 7.659 / 4.554 eV
Charge = +2